(1)
Molecular formula: C3H3N5
Method: DFT, wB97M-V/def2-TZVPD

HOMO-LUMO gap in eV: 8.4
Total energy in eV: -10605.061
SMILES string: [H]/N=c1/cnncnn1
Net charge: 0

CARTESIAN COORDINATES (ANGSTROEM)
H  -2.10728  0.48817  1.08089
N  -1.73886  -0.44054  0.92277
C  -0.93713  -0.35731  -0.08901
C  0.04313  -1.33506  -0.58079
N  1.26238  -1.21108  -0.26137
N  1.54653  -0.18219  0.62967
C  1.06991  1.03690  0.34362
N  0.12859  1.42572  -0.53335
N  -0.90128  0.78318  -0.87203
H  -0.11689  -2.13805  -1.30435
H  1.75090  1.93026  0.66394

How positive or negative is each atom? The Löwdin charges in e answer that: H 0.0550; N 0.1886; C -0.4738; C -0.0861; N 0.0625; N 0.0519; C -0.2125; N 0.0261; N 0.1222; H 0.1222; H 0.1440



(2)
Molecular formula: C3H3N5O
Method: DFT, wB97M-V/def2-TZVPD

HOMO-LUMO gap in eV: 8.4
Total energy in eV: -12650.471
SMILES string: [H]/N=c1/ncc(O)nnn1
Net charge: 0

CARTESIAN COORDINATES (ANGSTROEM)
H  -2.33045  -0.94103  -1.85395
N  -1.73613  -1.22769  -0.85575
C  -1.48832  -0.14645  -0.09749
N  -0.90821  -0.52097  1.12877
C  0.41737  -0.48779  1.21264
C  1.14487  0.02775  -0.05801
O  2.15127  -0.67952  -0.55477
N  0.80296  1.24396  -0.39617
N  -0.21202  1.94060  0.16875
N  -1.48102  1.34346  -0.14155
H  0.78793  -0.76624  2.27650
H  2.85175  0.21393  -0.82898

How positive or negative is each atom? The Löwdin charges in e answer that: H 0.1316; N 0.0950; C -0.5121; N 0.0785; C -0.0216; C -0.4170; O 0.0476; N 0.0551; N 0.0373; N 0.0905; H 0.1465; H 0.2687



(3)
Molecular formula: C3H3N5O
Method: DFT, wB97M-V/def2-TZVPD

HOMO-LUMO gap in eV: 10.6
Total energy in eV: -12652.570
SMILES string: N#CCOn1cnnn1
Net charge: 0

CARTESIAN COORDINATES (ANGSTROEM)
N  -2.56274  1.41705  -0.24026
C  -2.04628  0.35534  -0.16801
C  -1.41354  -0.93461  -0.38466
O  -0.46628  -1.35560  0.62710
N  0.65923  -0.59347  0.48279
C  0.78791  0.67927  0.93192
N  1.64298  1.28458  0.11817
N  1.99101  0.41770  -0.78343
N  1.51982  -0.82933  -0.61463
H  -2.19168  -1.72956  -0.39791
H  -0.87685  -0.79282  -1.32824
H  0.07815  0.89144  1.69538

How positive or negative is each atom? The Löwdin charges in e answer that: N 0.1753; C -0.1828; C -0.1477; O -0.0458; N -0.1682; C -0.1091; N 0.0173; N -0.0577; N 0.1100; H 0.1523; H 0.1298; H 0.1267



(4)
Molecular formula: C3H3N5O
Method: DFT, wB97M-V/def2-TZVPD

HOMO-LUMO gap in eV: 8.4
Total energy in eV: -12652.584
SMILES string: [H]/N=c1/nc[nH]c(=O)nn1
Net charge: 0

CARTESIAN COORDINATES (ANGSTROEM)
H  -1.48535  -2.14058  1.43477
N  -1.48527  -1.01763  1.21854
C  -1.19030  -0.59293  0.11415
N  -1.71148  0.74689  -0.36021
C  -0.84320  1.66393  -0.09314
N  0.66903  1.33297  0.03635
C  1.32890  0.04315  0.02079
O  2.41041  -0.16327  0.63300
N  0.93174  -0.99828  -0.79228
N  -0.36021  -1.19258  -1.11636
H  -1.04500  2.71478  -0.10514
H  1.16793  1.94742  0.45317

How positive or negative is each atom? The Löwdin charges in e answer that: H 0.1612; N 0.1556; C -0.4677; N 0.1087; C -0.0749; N 0.1601; C -0.4981; O 0.0527; N 0.1016; N 0.1670; H 0.1077; H 0.0261



(5)
Molecular formula: C3H3NO
Method: DFT, wB97M-V/def2-TZVPD

HOMO-LUMO gap in eV: 8.9
Total energy in eV: -6693.253
Net charge: 0

CARTESIAN COORDINATES (ANGSTROEM)
C  -1.29646  0.05815  0.10059
C  0.79366  -0.30969  -0.69752
O  0.01072  0.59143  -0.18027
C  2.13661  -0.00407  -0.22406
N  3.10097  -0.12029  0.41387
H  -1.88305  0.88596  0.49011
H  -1.73098  -0.41369  -0.78106
H  -1.13147  -0.68781  0.87832

How positive or negative is each atom? The Löwdin charges in e answer that: C -0.0489; C -0.0440; O -0.1343; C -0.2147; N 0.1603; H 0.0941; H 0.0938; H 0.0938



(6)
Molecular formula: C3H3NO
Method: DFT, wB97M-V/def2-TZVPD

HOMO-LUMO gap (spin up / spin down) in eV: 7.7 / 7.7
Total energy in eV: -6693.056
Net charge: 0

CARTESIAN COORDINATES (ANGSTROEM)
C  -1.24242  -1.77676  0.32519
C  -0.33106  0.82859  0.66342
C  0.63094  0.60177  -0.31671
N  -0.98817  -2.54058  -0.50450
O  -0.91208  1.49940  1.40871
H  1.28541  -0.16433  0.13381
H  1.39493  1.40376  -0.56358
H  0.16247  0.14814  -1.14634

How positive or negative is each atom? The Löwdin charges in e answer that: C -0.3422; C -0.1224; C -0.0256; N -0.1532; O 0.2785; H 0.1299; H 0.1484; H 0.0866



(7)
Molecular formula: C3H3NO
Method: DFT, wB97M-V/def2-TZVPD

HOMO-LUMO gap in eV: 9.2
Total energy in eV: -6688.510
SMILES string: [O-][N@+]12[C@@H]3[C@H]1[C@@H]32
Net charge: 0

CARTESIAN COORDINATES (ANGSTROEM)
O  2.11531  0.00482  -0.02526
N  0.87275  0.09174  0.01704
C  -0.33099  -0.43676  0.74318
C  -0.25089  -0.41237  -0.73600
C  -0.37670  0.83375  0.00389
H  -0.58110  -1.09164  1.59379
H  -0.50458  -0.66139  -1.66497
H  -0.94379  1.67186  0.06832

How positive or negative is each atom? The Löwdin charges in e answer that: O -0.0891; N -0.2648; C 0.0235; C -0.0192; C -0.0183; H 0.1533; H 0.1044; H 0.1102



(8)
Molecular formula: C3H3NO
Method: DFT, wB97M-V/def2-TZVPD

HOMO-LUMO gap in eV: 11.1
Total energy in eV: -6695.291
SMILES string: c1cnoc1
Net charge: 0

CARTESIAN COORDINATES (ANGSTROEM)
C  -0.27757  -0.15068  -0.67748
C  0.48065  -0.96869  0.19107
N  0.87021  -0.32072  1.25814
O  0.29892  0.97085  1.13193
C  -0.39852  1.01395  -0.00934
H  -0.57837  -0.36776  -1.68323
H  0.63793  -2.03377  0.04455
H  -1.03326  1.85682  -0.25565

How positive or negative is each atom? The Löwdin charges in e answer that: C -0.0738; C -0.1595; N 0.0768; O -0.0492; C -0.1362; H 0.0975; H 0.1163; H 0.1280